No. 1
Entry from the OMol25 dataset: C32H25F9N8O2S2SbW as an isolated structure at a distorted geometry (ωB97M-V/def2-TZVPD).

Cartesian coordinates (Å):
W1 11.572 9.898 9.836
C1 14.932 10.047 6.704
C2 14.049 9.698 7.891
N1 12.832 10.192 8.018
N2 12.266 10.687 6.911
C3 11.826 11.876 6.777
N3 11.323 12.309 5.578
S1 11.794 13.313 7.711
C4 14.569 8.967 9.058
C5 15.872 8.530 9.317
C6 16.155 7.871 10.541
C7 15.137 7.480 11.397
C8 13.910 8.072 11.083
N4 13.596 8.795 10.069
H1 15.150 11.103 6.697
H2 14.536 9.942 5.708
H3 15.842 9.470 6.785
H4 11.224 11.492 4.954
H5 10.483 12.899 5.531
H6 16.578 8.674 8.552
H7 17.163 7.603 10.704
H8 15.223 6.841 12.267
H9 13.141 7.998 11.824
C9 10.575 8.780 13.551
C10 10.927 9.149 12.170
O1 11.916 9.948 11.889
O2 10.300 8.712 11.152
H10 9.492 8.433 13.503
H11 10.748 9.569 14.257
H12 11.127 7.855 13.798
S2 14.331 12.137 10.247
C11 14.925 11.093 11.341
N5 15.642 10.402 11.945
F1 12.056 19.039 11.122
C12 11.452 18.150 11.911
F2 11.862 18.380 13.223
F3 10.165 18.552 11.904
C13 11.706 16.735 11.370
C14 12.084 16.773 10.017
C15 12.358 15.555 9.329
C16 12.161 14.367 10.073
C17 11.708 14.304 11.405
C18 11.465 15.523 12.054
C19 12.208 13.032 9.324
C20 12.747 11.743 9.973
H13 12.310 17.673 9.453
H14 12.514 15.643 8.253
H15 11.453 13.296 11.741
H16 11.110 15.652 13.112
F4 11.555 8.050 9.172
Sb1 8.687 6.514 10.422
F5 7.692 7.301 11.942
F6 10.124 5.896 11.432
F7 7.910 4.839 10.572
F8 10.315 9.954 8.362
F9 10.391 11.324 10.462
N6 21.995 15.256 7.557
C21 23.226 15.856 7.382
C22 23.716 17.143 7.684
C23 25.004 17.383 7.330
C24 25.794 16.400 6.733
C25 25.384 15.087 6.558
C26 24.054 14.845 6.887
N7 23.308 13.654 6.716
C27 22.098 13.938 7.155
C28 20.929 13.055 6.974
C29 19.637 13.446 7.342
C30 18.612 12.620 7.028
N8 18.769 11.480 6.400
C31 19.985 11.092 6.096
C32 21.143 11.820 6.405
H17 21.169 15.811 7.651
H18 23.033 17.856 8.119
H19 25.481 18.332 7.552
H20 26.781 16.729 6.467
H21 26.072 14.323 6.184
H22 19.522 14.365 7.900
H23 17.593 12.911 7.204
H24 20.106 10.140 5.524
H25 22.086 11.466 6.025

Its spin multiplicity is 4. For the LUMO energy (spin up / spin down), the calculation gives -1.20 / -1.97 eV. Its energy above the lowest of the compared OMol25 structures with the same formula, charge and spin is 0.00 kcal/mol. The highest occupied orbital energy (spin up / spin down) comes out at -6.675 / -8.835 eV. Its total charge is 0. As for the expectation value of S²: 3.78. For the total energy, the calculation gives -3825.54076 Ha.

***

No. 2
Entry from the OMol25 dataset: C32H25INO4OsPS2 as an isolated structure (ωB97M-V/def2-TZVPD).

Cartesian coordinates (Å):
Os1 1.292 0.839 1.217
I1 -0.791 2.528 1.557
C1 -2.436 1.793 0.492
C2 -3.089 2.710 -0.280
C3 -4.386 2.426 -0.755
C4 -5.009 1.282 -0.351
C5 -4.347 0.332 0.468
C6 -5.043 -0.800 0.960
C7 -4.427 -1.683 1.796
C8 -3.051 -1.546 2.062
C9 -2.316 -0.503 1.551
P1 -0.506 -0.782 1.448
C10 -0.137 -1.776 2.907
C11 -0.403 -1.195 4.147
C12 -0.114 -1.886 5.311
C13 0.445 -3.157 5.238
C14 0.723 -3.728 4.006
C15 0.439 -3.039 2.835
C16 -0.442 -1.841 -0.044
C17 -1.093 -3.075 -0.068
C18 -1.061 -3.865 -1.205
C19 -0.396 -3.424 -2.341
C20 0.237 -2.192 -2.333
C21 0.218 -1.406 -1.190
C22 -2.994 0.534 0.838
H1 -2.636 3.670 -0.495
H2 -4.896 3.145 -1.379
H3 -6.034 1.085 -0.641
H4 -6.082 -0.928 0.684
H5 -4.969 -2.520 2.214
H6 -2.560 -2.308 2.653
H7 -0.838 -0.203 4.205
H8 -0.319 -1.435 6.272
H9 0.671 -3.697 6.147
H10 1.175 -4.709 3.952
H11 0.697 -3.470 1.878
H12 -1.619 -3.434 0.804
H13 -1.557 -4.826 -1.203
H14 -0.371 -4.043 -3.228
H15 0.755 -1.840 -3.215
H16 0.721 -0.444 -1.200
C23 1.055 2.872 -5.713
C24 1.649 2.790 -4.337
C25 0.836 2.702 -3.206
C26 1.382 2.617 -1.940
C27 2.766 2.619 -1.803
C28 3.602 2.719 -2.910
C29 3.032 2.803 -4.168
S1 3.536 2.407 -0.246
O1 4.912 2.740 -0.358
O2 2.754 3.391 0.738
N1 3.217 1.065 0.469
C30 4.084 -0.110 0.376
C31 3.204 -1.309 0.653
O3 3.500 -2.436 0.392
O4 2.062 -0.968 1.271
H17 -0.026 2.990 -5.675
H18 1.278 1.965 -6.277
H19 1.475 3.711 -6.267
H20 -0.240 2.707 -3.322
H21 0.740 2.559 -1.070
H22 4.674 2.740 -2.781
H23 3.676 2.886 -5.035
H24 4.852 -0.077 1.151
H25 4.573 -0.211 -0.592
S2 1.961 3.488 3.183
C32 1.993 2.749 1.755

Its spin multiplicity is 2. For the LUMO energy (spin up / spin down), the calculation gives -3.42 / -3.99 eV. Its energy above the lowest of the compared OMol25 structures with the same formula, charge and spin is 76.12 kcal/mol. The highest occupied orbital energy (spin up / spin down) comes out at -11.310 / -11.053 eV. Its total charge is +1. As for the expectation value of S²: 0.76. For the total energy, the calculation gives -3115.92301 Ha.

***

No. 3
Entry from the OMol25 dataset: a 3-piece molecular cluster, C32H25NO5SSi overall (ωB97M-V/def2-TZVPD).

Cartesian coordinates (Å):
O1 3.559 -3.200 -0.128
C1 4.409 -2.533 0.424
C2 4.037 -1.400 1.319
C3 2.694 -1.131 1.537
C4 2.321 -0.099 2.379
C5 3.293 0.669 3.012
C6 4.636 0.411 2.792
C7 5.014 -0.621 1.943
C8 6.463 -0.874 1.706
O2 7.313 -0.171 2.210
C9 6.837 -2.021 0.829
C10 8.181 -2.298 0.618
C11 8.548 -3.370 -0.177
C12 7.575 -4.170 -0.765
C13 6.234 -3.895 -0.564
C14 5.859 -2.820 0.231
H1 1.946 -1.737 1.045
H2 1.272 0.106 2.546
H3 3.001 1.471 3.677
H4 5.399 1.006 3.274
H5 8.929 -1.671 1.081
H6 9.596 -3.585 -0.340
H7 7.865 -5.010 -1.382
H8 5.470 -4.508 -1.020
O3 -2.234 2.707 -1.617
C15 -3.227 3.317 -1.283
C16 -3.960 2.967 -0.033
C17 -3.474 1.940 0.763
C18 -4.123 1.611 1.940
C19 -5.262 2.310 2.326
C20 -5.758 3.329 1.531
C21 -5.112 3.659 0.347
C22 -5.669 4.749 -0.505
O4 -6.693 5.320 -0.200
C23 -4.923 5.115 -1.744
C24 -5.402 6.148 -2.539
C25 -4.715 6.516 -3.682
C26 -3.545 5.853 -4.037
C27 -3.066 4.818 -3.254
C28 -3.753 4.443 -2.106
H9 -2.588 1.406 0.453
H10 -3.742 0.811 2.561
H11 -5.765 2.056 3.250
H12 -6.646 3.873 1.819
H13 -6.311 6.658 -2.252
H14 -5.089 7.321 -4.299
H15 -3.007 6.146 -4.929
H16 -2.160 4.294 -3.523
C29 -0.980 -5.012 0.450
C30 -2.282 -4.637 -0.260
O5 -2.152 -4.199 -1.600
C31 -1.115 -3.274 -1.862
Si1 -1.218 -1.550 -1.071
N1 -2.483 -1.422 0.202
C32 -2.040 -1.345 1.314
S1 -1.482 -1.206 2.769
H17 -1.185 -5.793 1.179
H18 -0.221 -5.368 -0.239
H19 -0.576 -4.165 1.006
H20 -2.819 -3.898 0.340
H21 -2.927 -5.513 -0.299
H22 -1.145 -3.096 -2.938
H23 -0.123 -3.692 -1.668
H24 -1.557 -0.542 -2.090
H25 0.081 -1.200 -0.468

Its spin multiplicity is 1. For the LUMO energy, the calculation gives -0.99 eV. The highest occupied orbital energy comes out at -9.350 eV. Its total charge is 0. For the total energy, the calculation gives -2353.09404 Ha.

***

No. 4
Entry from the OMol25 dataset: C32H26AsN3O2PS7V as an isolated structure (ωB97M-V/def2-TZVPD).

Cartesian coordinates (Å):
V1 1.090 -0.524 1.530
S1 1.454 -3.219 4.998
As1 0.833 -1.331 4.462
S2 2.512 -0.413 3.173
S3 -0.359 -1.787 2.359
S4 -0.183 0.071 5.521
O1 2.505 1.535 -0.527
C1 1.730 0.772 -1.053
N1 1.519 0.586 -2.385
C2 0.537 -0.438 -2.677
C3 0.121 -0.841 -1.242
O2 -0.700 -1.672 -0.952
N2 0.899 -0.122 -0.361
C4 1.179 -1.692 -3.288
C5 2.557 -1.831 -3.374
C6 3.113 -2.994 -3.895
C7 2.295 -4.026 -4.323
C8 0.915 -3.893 -4.228
C9 0.360 -2.733 -3.717
C10 -0.587 0.077 -3.563
C11 -0.241 0.718 -4.748
C12 -1.218 1.195 -5.606
C13 -2.559 1.025 -5.291
C14 -2.909 0.375 -4.118
C15 -1.930 -0.100 -3.255
H1 1.885 1.240 -3.053
H2 3.201 -1.037 -3.022
H3 4.189 -3.088 -3.962
H4 2.728 -4.930 -4.731
H5 0.268 -4.696 -4.558
H6 -0.714 -2.633 -3.643
H7 0.802 0.834 -5.021
H8 -0.932 1.694 -6.521
H9 -3.325 1.396 -5.957
H10 -3.951 0.241 -3.862
H11 -2.212 -0.592 -2.337
S5 -1.535 2.018 -0.794
P1 -1.252 2.354 1.094
S6 0.409 1.524 2.137
C16 -2.680 1.934 2.127
C17 -3.862 2.633 1.885
C18 -5.003 2.331 2.607
C19 -4.971 1.327 3.570
C20 -3.796 0.634 3.812
C21 -2.648 0.935 3.090
C22 -0.942 4.099 1.484
C23 -0.642 4.996 0.468
C24 -0.391 6.326 0.778
C25 -0.436 6.754 2.095
C26 -0.734 5.854 3.113
C27 -0.986 4.528 2.809
H12 -3.886 3.413 1.133
H13 -5.918 2.877 2.421
H14 -5.864 1.091 4.132
H15 -3.762 -0.139 4.568
H16 -1.726 0.411 3.303
H17 -0.612 4.645 -0.555
H18 -0.159 7.027 -0.013
H19 -0.239 7.791 2.334
H20 -0.769 6.188 4.141
H21 -1.221 3.825 3.600
S7 2.542 -2.146 0.350
C28 2.977 -3.354 1.509
N3 2.106 -4.366 1.704
C29 2.326 -5.414 2.514
C30 3.510 -5.509 3.191
C31 4.439 -4.477 3.046
C32 4.175 -3.405 2.222
H22 1.215 -4.275 1.226
H23 1.527 -6.135 2.595
H24 3.693 -6.353 3.837
H25 5.372 -4.515 3.591
H26 4.873 -2.591 2.101

Its spin multiplicity is 1. For the LUMO energy, the calculation gives -1.83 eV. Its energy above the lowest of the compared OMol25 structures with the same formula, charge and spin is 8.44 kcal/mol. The highest occupied orbital energy comes out at -8.287 eV. Its total charge is 0. For the total energy, the calculation gives -7858.38912 Ha.